Entry P
Molecular formula: C21H59N3O10
Method: DFT, wB97M-V/def2-TZVPD

Its charge is 0. The structure (SMILES) is COC[C@H](C)N.COC[C@H](C)N.COC[C@H](C)N.CC(C)O.OCCO.OCCO.OCCO. The value obtained for the HOMO energy is -9.2 eV. For the orbital gap, the calculation gives 9.4 eV.

CARTESIAN COORDINATES (ANGSTROEM)
1 C 1.58 -4.35 0.74
2 C 2.33 -4.97 -0.42
3 C 1.55 -6.04 -1.11
4 O 1.21 -7.03 -0.17
5 C 0.36 -7.98 -0.72
6 N 2.80 -3.99 -1.43
7 H 1.42 -5.08 1.54
8 H 0.58 -4.05 0.39
9 H 2.08 -3.44 1.07
10 H 3.25 -5.41 -0.02
11 H 2.17 -6.47 -1.90
12 H 0.64 -5.59 -1.53
13 H -0.66 -7.58 -0.87
14 H 0.31 -8.84 -0.05
15 H 0.69 -8.32 -1.71
16 H 3.28 -3.24 -0.94
17 H 2.00 -3.52 -1.85
18 C -4.51 1.30 -4.27
19 C -3.32 0.36 -4.18
20 C -2.39 0.69 -3.03
21 O -1.87 1.99 -3.08
22 C -0.72 2.09 -3.86
23 N -3.70 -1.05 -4.09
24 H -4.25 2.35 -4.31
25 H -5.17 1.11 -3.41
26 H -5.10 1.10 -5.17
27 H -2.76 0.44 -5.12
28 H -1.61 -0.08 -3.03
29 H -2.92 0.58 -2.08
30 H -0.40 3.13 -3.89
31 H -0.85 1.78 -4.90
32 H 0.07 1.47 -3.42
33 H -4.61 -1.18 -3.67
34 H -3.66 -1.51 -4.99
35 C -4.95 3.29 -0.55
36 C -4.57 2.81 0.87
37 C -3.63 1.62 0.73
38 O -4.34 0.57 0.12
39 C -3.87 -0.72 0.38
40 N -3.94 3.85 1.67
41 H -4.05 3.58 -1.10
42 H -5.57 4.19 -0.48
43 H -5.51 2.53 -1.10
44 H -5.51 2.48 1.32
45 H -3.25 1.30 1.71
46 H -2.79 1.99 0.12
47 H -4.62 -1.42 0.02
48 H -3.81 -0.94 1.46
49 H -2.88 -0.91 -0.03
50 H -3.14 4.22 1.15
51 H -4.55 4.66 1.74
52 C 4.53 -0.44 -0.83
53 C 4.97 0.99 -0.56
54 C 4.51 1.96 -1.65
55 O 4.32 1.39 0.69
56 H 3.55 -0.60 -0.38
57 H 5.21 -1.15 -0.36
58 H 4.37 -0.63 -1.89
59 H 6.05 1.10 -0.46
60 H 3.45 1.88 -1.86
61 H 5.10 1.86 -2.57
62 H 4.70 2.99 -1.31
63 H 4.91 1.98 1.18
64 C 0.54 3.75 3.26
65 C -0.25 3.60 4.54
66 O -0.63 2.27 4.79
67 O -0.29 3.30 2.22
68 H 1.45 3.11 3.30
69 H 0.92 4.77 3.10
70 H -1.11 4.28 4.47
71 H 0.34 3.98 5.38
72 H -1.22 2.02 4.07
73 H 0.16 3.22 1.37
74 C 2.66 0.32 4.23
75 C 3.45 -0.97 4.21
76 O 4.78 -0.74 4.66
77 O 1.34 0.05 3.76
78 H 3.16 1.03 3.55
79 H 2.66 0.75 5.23
80 H 3.49 -1.38 3.19
81 H 2.99 -1.74 4.82
82 H 5.19 -0.15 4.02
83 H 0.76 0.78 4.03
84 C 0.74 1.07 -0.65
85 C 0.08 -0.18 -0.06
86 O 1.05 -1.06 0.45
87 O 1.36 1.80 0.42
88 H -0.06 1.72 -1.02
89 H 1.44 0.76 -1.42
90 H -0.51 -0.65 -0.86
91 H -0.65 0.10 0.71
92 H 1.35 -0.63 1.27
93 H 2.32 1.69 0.41

***

Entry Q
Molecular formula: C21H59N3O10
Method: DFT, wB97M-V/def2-TZVPD

Its charge is 0. The structure (SMILES) is COCCNCCOC.COCCNCCOC.COCCNCCOC.CC(C)O.O.O.O. The value obtained for the HOMO energy is -8.8 eV. For the orbital gap, the calculation gives 9.6 eV.

CARTESIAN COORDINATES (ANGSTROEM)
1 O 3.01 2.02 -1.10
2 H 3.28 1.26 -1.61
3 H 2.16 1.75 -0.74
4 O 1.37 -1.64 0.36
5 H 2.24 -1.48 0.78
6 H 0.82 -2.08 1.01
7 O 0.24 0.60 -0.74
8 H 0.50 -0.20 -0.29
9 H 0.62 0.42 -1.64
10 C 0.56 -1.59 -3.51
11 O 1.37 -0.40 -3.46
12 C 2.69 -0.52 -3.95
13 C 3.62 -1.34 -3.13
14 N 3.70 -0.83 -1.77
15 C 4.81 -1.34 -0.96
16 C 5.07 -0.49 0.31
17 O 3.93 -0.77 1.17
18 C 3.75 0.20 2.23
19 H 0.85 -2.23 -2.67
20 H 0.72 -2.00 -4.50
21 H -0.49 -1.27 -3.47
22 H 3.11 0.50 -3.99
23 H 2.61 -1.02 -5.01
24 H 4.56 -1.13 -3.64
25 H 3.47 -2.47 -3.19
26 H 2.82 -0.97 -1.26
27 H 5.66 -1.32 -1.63
28 H 4.61 -2.40 -0.69
29 H 5.07 0.54 0.10
30 H 5.92 -0.90 0.83
31 H 4.29 -0.03 3.10
32 H 2.64 0.25 2.41
33 H 4.07 1.16 1.77
34 C -4.63 1.11 0.29
35 O -4.07 -0.19 -0.01
36 C -2.71 -0.24 -0.27
37 C -2.22 -1.66 -0.24
38 N -2.30 -2.35 1.06
39 C -2.10 -3.75 0.98
40 C -0.63 -4.14 0.85
41 O 0.22 -3.46 1.76
42 C -0.10 -3.47 3.13
43 H -4.27 1.51 1.31
44 H -5.69 0.99 0.47
45 H -4.45 1.88 -0.48
46 H -2.20 0.39 0.44
47 H -2.50 0.18 -1.26
48 H -1.26 -1.67 -0.68
49 H -2.88 -2.16 -1.02
50 H -3.16 -2.10 1.49
51 H -2.69 -4.28 0.18
52 H -2.48 -4.19 1.88
53 H -0.22 -3.88 -0.15
54 H -0.54 -5.22 0.93
55 H -1.06 -2.99 3.38
56 H 0.65 -2.86 3.62
57 H -0.16 -4.52 3.46
58 C -1.67 -0.18 6.57
59 O -0.87 -0.05 5.47
60 C -1.44 0.29 4.20
61 C -0.34 0.59 3.22
62 N 0.40 1.78 3.47
63 C -0.39 3.00 3.07
64 C -0.18 3.16 1.57
65 O -1.16 4.11 1.08
66 C -1.40 3.91 -0.32
67 H -1.02 -0.12 7.41
68 H -2.23 -1.18 6.55
69 H -2.39 0.62 6.60
70 H -2.25 1.10 4.25
71 H -1.95 -0.56 3.76
72 H -0.80 0.60 2.30
73 H 0.29 -0.32 3.18
74 H 0.50 1.87 4.44
75 H -0.01 3.84 3.62
76 H -1.44 2.80 3.27
77 H -0.19 2.17 1.00
78 H 0.79 3.60 1.46
79 H -0.48 3.98 -0.86
80 H -1.98 4.78 -0.73
81 H -1.91 2.97 -0.50
82 C -0.52 1.83 -5.24
83 C -1.67 1.80 -4.19
84 C -2.64 2.87 -4.43
85 O -2.22 0.44 -4.19
86 H -0.25 2.88 -5.28
87 H -0.80 1.44 -6.21
88 H 0.26 1.21 -4.84
89 H -1.34 1.93 -3.16
90 H -3.41 2.96 -3.69
91 H -3.16 2.73 -5.41
92 H -2.11 3.82 -4.55
93 H -2.23 0.13 -5.12

***

What should be chosen as the least stable of them? Choose entry Q.

***

Entry P
Molecular formula: C44H37BiI3N2OP
Method: DFT, wB97M-V/def2-TZVPD

Its charge is 0. The value obtained for the HOMO energy is -7.6 eV. For the orbital gap, the calculation gives 7.6 eV.

CARTESIAN COORDINATES (ANGSTROEM)
1 Bi -0.57 1.59 0.82
2 I 6.36 2.68 3.63
3 C 4.65 1.89 2.70
4 C 3.79 1.08 3.41
5 C 2.66 0.59 2.77
6 I 1.37 -0.68 3.83
7 C 2.34 0.89 1.43
8 O 1.29 0.34 0.82
9 C 3.24 1.76 0.76
10 C 2.92 2.18 -0.65
11 N 1.97 3.30 -0.69
12 C 2.56 4.61 -0.40
13 C 2.63 5.00 1.07
14 C 3.81 5.45 1.64
15 C 3.83 5.80 2.97
16 C 2.66 5.69 3.71
17 C 1.52 5.27 3.05
18 N 1.49 4.94 1.76
19 C 4.38 2.22 1.38
20 H 3.98 0.81 4.44
21 H 2.45 1.34 -1.15
22 H 3.85 2.43 -1.18
23 H 1.56 3.34 -1.61
24 H 1.95 5.36 -0.90
25 H 3.58 4.68 -0.82
26 H 4.71 5.54 1.04
27 H 4.74 6.14 3.44
28 H 2.63 5.92 4.76
29 H 0.56 5.20 3.57
30 H 5.07 2.85 0.83
31 I -3.30 3.11 0.44
32 C -3.03 2.80 -1.64
33 C -3.96 3.42 -2.42
34 C -3.88 3.32 -3.82
35 C -2.86 2.60 -4.38
36 C -1.90 1.95 -3.58
37 C -0.87 1.20 -4.20
38 C 0.06 0.54 -3.45
39 C 0.00 0.61 -2.05
40 C -0.96 1.34 -1.39
41 C -1.95 2.03 -2.15
42 H -4.77 3.98 -1.97
43 H -4.62 3.82 -4.43
44 H -2.78 2.52 -5.46
45 H -0.85 1.15 -5.28
46 H 0.83 -0.05 -3.93
47 H 0.73 0.07 -1.46
48 C -0.70 -5.66 -0.50
49 C -0.86 -4.75 -1.69
50 C -0.92 -5.35 -2.95
51 C -1.15 -4.63 -4.11
52 C -1.35 -3.26 -4.02
53 C -1.26 -2.64 -2.79
54 C -1.01 -3.36 -1.61
55 P -0.87 -2.20 -0.17
56 C -0.30 -3.15 1.29
57 C -1.14 -3.44 2.36
58 C -0.64 -4.05 3.51
59 C 0.71 -4.35 3.59
60 C 1.55 -4.06 2.52
61 C 1.07 -3.44 1.38
62 C 2.02 -3.08 0.26
63 C -2.64 -1.88 0.20
64 C -3.69 -2.59 -0.38
65 C -5.01 -2.22 -0.16
66 C -5.30 -1.14 0.66
67 C -4.26 -0.44 1.26
68 C -2.93 -0.79 1.05
69 C -1.84 -0.08 1.78
70 H -0.99 -6.68 -0.77
71 H -1.32 -5.34 0.33
72 H 0.33 -5.69 -0.14
73 H -0.78 -6.43 -3.02
74 H -1.19 -5.13 -5.07
75 H -1.56 -2.67 -4.90
76 H -1.40 -1.57 -2.71
77 H -2.19 -3.21 2.29
78 H -1.30 -4.27 4.33
79 H 1.11 -4.81 4.48
80 H 2.61 -4.29 2.59
81 H 3.00 -3.53 0.41
82 H 2.14 -1.99 0.23
83 H 1.64 -3.39 -0.71
84 H -3.48 -3.44 -1.02
85 H -5.81 -2.79 -0.62
86 H -6.32 -0.85 0.85
87 H -4.49 0.39 1.92
88 H -1.07 -0.77 2.12
89 H -2.25 0.44 2.66

***

Entry Q
Molecular formula: C44H37BiI3N2OP
Method: DFT, wB97M-V/def2-TZVPD

Its charge is 0. The value obtained for the HOMO energy is -7.4 eV. For the orbital gap, the calculation gives 7.7 eV.

CARTESIAN COORDINATES (ANGSTROEM)
1 Bi -2.01 0.43 0.80
2 I -3.97 4.17 -5.44
3 C -2.96 3.08 -3.98
4 C -2.21 3.74 -3.02
5 C -1.57 3.01 -2.04
6 I -0.47 4.00 -0.57
7 C -1.65 1.61 -1.98
8 O -1.00 0.91 -1.05
9 C -2.44 0.96 -2.96
10 C -2.64 -0.53 -2.85
11 N -3.34 -0.91 -1.63
12 C -4.79 -0.81 -1.68
13 C -5.27 0.63 -1.73
14 C -6.24 1.02 -2.64
15 C -6.63 2.35 -2.69
16 C -6.02 3.25 -1.83
17 C -5.07 2.76 -0.94
18 N -4.71 1.49 -0.87
19 C -3.07 1.70 -3.94
20 H -2.13 4.82 -3.03
21 H -1.67 -1.02 -2.84
22 H -3.17 -0.88 -3.75
23 H -3.07 -1.85 -1.36
24 H -5.18 -1.27 -0.77
25 H -5.22 -1.34 -2.53
26 H -6.67 0.29 -3.31
27 H -7.37 2.68 -3.40
28 H -6.26 4.30 -1.85
29 H -4.57 3.43 -0.24
30 H -3.68 1.19 -4.68
31 I -3.26 -0.98 3.54
32 C -2.10 -2.66 3.03
33 C -2.14 -3.67 3.95
34 C -1.45 -4.87 3.72
35 C -0.75 -5.02 2.56
36 C -0.69 -3.98 1.60
37 C 0.05 -4.20 0.41
38 C 0.15 -3.22 -0.53
39 C -0.48 -1.98 -0.31
40 C -1.23 -1.72 0.82
41 C -1.36 -2.74 1.81
42 H -2.72 -3.54 4.85
43 H -1.49 -5.66 4.46
44 H -0.21 -5.94 2.36
45 H 0.54 -5.16 0.28
46 H 0.71 -3.38 -1.43
47 H -0.34 -1.20 -1.04
48 C 5.31 0.27 1.54
49 C 5.03 -0.67 0.40
50 C 6.07 -1.45 -0.08
51 C 5.89 -2.37 -1.11
52 C 4.65 -2.52 -1.68
53 C 3.60 -1.74 -1.22
54 C 3.76 -0.81 -0.19
55 P 2.20 0.09 0.23
56 C 2.78 1.82 0.50
57 C 2.81 2.43 1.76
58 C 3.17 3.76 1.90
59 C 3.50 4.50 0.77
60 C 3.46 3.90 -0.48
61 C 3.09 2.57 -0.64
62 C 2.98 1.99 -2.02
63 C 1.79 -0.53 1.91
64 C 2.48 -1.61 2.46
65 C 2.11 -2.14 3.69
66 C 1.07 -1.58 4.39
67 C 0.37 -0.51 3.85
68 C 0.68 0.01 2.59
69 C -0.17 1.09 2.02
70 H 6.27 0.04 1.99
71 H 4.54 0.18 2.31
72 H 5.32 1.31 1.22
73 H 7.05 -1.34 0.37
74 H 6.73 -2.96 -1.45
75 H 4.49 -3.24 -2.47
76 H 2.61 -1.84 -1.67
77 H 2.57 1.85 2.64
78 H 3.19 4.21 2.88
79 H 3.79 5.54 0.87
80 H 3.71 4.49 -1.36
81 H 3.26 2.73 -2.77
82 H 1.96 1.66 -2.22
83 H 3.63 1.12 -2.15
84 H 3.31 -2.04 1.92
85 H 2.66 -2.98 4.09
86 H 0.79 -1.96 5.37
87 H -0.45 -0.06 4.41
88 H 0.35 1.74 1.33
89 H -0.60 1.71 2.81

***

What should be chosen as the least stable of them? Choose entry P.

***

Entry P
Molecular formula: C4H6F2
Method: DFT, wB97M-V/def2-TZVPD

Its charge is 0. The structure (SMILES) is FC/C=C/CF. The value obtained for the HOMO energy is -10.2 eV. For the orbital gap, the calculation gives 11.2 eV.

CARTESIAN COORDINATES (ANGSTROEM)
1 C -0.81 -0.93 1.50
2 C 0.06 0.06 0.64
3 C 0.12 -0.11 -0.66
4 C 0.79 0.89 -1.55
5 H -1.24 -1.66 0.59
6 H -0.23 -1.49 2.26
7 H 0.44 0.96 1.17
8 H -0.29 -1.05 -1.09
9 H 1.69 0.45 -1.93
10 H 0.07 1.13 -2.29
11 F -1.81 -0.23 2.12
12 F 1.22 1.96 -0.77

***

Entry Q
Molecular formula: C4H6F2
Method: DFT, wB97M-V/def2-TZVPD

Its charge is 0. The value obtained for the HOMO energy is -9.8 eV. For the orbital gap, the calculation gives 10.2 eV.

CARTESIAN COORDINATES (ANGSTROEM)
1 C 1.42 0.25 0.23
2 C 0.44 -0.95 0.10
3 C -0.77 0.18 0.41
4 C -1.84 0.10 -0.47
5 H 1.37 0.24 1.33
6 H 0.91 -1.60 0.98
7 H 0.32 -1.40 -1.08
8 H -0.85 1.49 1.21
9 H -1.89 -1.12 -1.48
10 H -2.70 1.35 -0.47
11 F 2.66 -0.03 -0.46
12 F 0.92 1.51 -0.30

***

What should be chosen as the least stable of them? Choose entry Q.

***

Entry P
Molecular formula: C3H7N3O3
Method: DFT, wB97M-V/def2-TZVPD

Its charge is 0. The value obtained for the HOMO energy is -8.8 eV. For the orbital gap, the calculation gives 6.5 eV.

CARTESIAN COORDINATES (ANGSTROEM)
1 C -0.59 -0.33 -0.04
2 C -0.47 1.20 0.28
3 C 1.81 -0.62 0.19
4 H -3.02 0.09 0.61
5 H -3.35 -1.74 0.56
6 H -1.62 1.46 0.18
7 H -0.25 1.35 1.32
8 H -0.33 3.06 -1.34
9 H 3.69 -0.55 -0.16
10 H 2.69 -1.77 -1.38
11 N -2.90 -0.85 -0.01
12 N -1.56 -1.13 -0.16
13 N 2.79 -0.86 -0.67
14 O 0.59 1.89 -0.31
15 O 0.58 -0.77 -0.49
16 O 1.94 -0.43 1.41

***

Entry Q
Molecular formula: C3H7N3O3
Method: DFT, wB97M-V/def2-TZVPD

Its charge is 0. The structure (SMILES) is NC(=O)C(N)(O)C(N)=O. The value obtained for the HOMO energy is -9.5 eV. For the orbital gap, the calculation gives 10.3 eV.

CARTESIAN COORDINATES (ANGSTROEM)
1 C -1.19 0.30 -0.57
2 C 1.14 0.12 -0.21
3 C -0.11 -0.50 0.37
4 N -1.48 1.57 -0.23
5 N 2.00 -0.70 -0.83
6 N -0.30 -0.18 1.77
7 O 1.13 1.35 -0.35
8 O -0.18 -1.87 0.15
9 O -1.87 -0.39 -1.30
10 H -1.00 -2.01 -0.36
11 H -0.74 2.12 0.18
12 H -2.20 2.04 -0.75
13 H 2.79 -0.32 -1.34
14 H 1.81 -1.69 -0.82
15 H 0.40 -0.64 2.34
16 H -0.21 0.81 1.96

***

What should be chosen as the least stable of them? Choose entry P.

***

Entry P
Molecular formula: C2H4O3P
Method: DFT, wB97M-V/def2-TZVPD

Its charge is -1. The value obtained for the HOMO energy (alpha / beta) is -2.1 / -2.1 eV. For the orbital gap (alpha / beta), the calculation gives 6.2 / 6.2 eV.

CARTESIAN COORDINATES (ANGSTROEM)
1 C 0.42 0.94 -0.80
2 C 1.25 -0.28 -0.58
3 O 0.82 1.56 -1.80
4 O -1.84 -0.95 0.84
5 O -1.40 0.63 2.79
6 P -1.64 0.67 1.31
7 H 0.82 -0.58 0.33
8 H 2.36 -0.18 -0.48
9 H 1.04 -0.83 -1.48
10 H -1.83 -0.99 -0.12

***

Entry Q
Molecular formula: C2H4O3P
Method: DFT, wB97M-V/def2-TZVPD

Its charge is -1. The structure (SMILES) is O=[PH2]CC(=O)[O-]. The value obtained for the HOMO energy is -4.5 eV. For the orbital gap, the calculation gives 8.7 eV.

CARTESIAN COORDINATES (ANGSTROEM)
1 C 1.57 -0.10 0.11
2 C 0.14 0.79 0.11
3 O 2.54 0.63 -0.06
4 O 1.39 -1.33 0.22
5 O -2.62 0.14 -0.05
6 P -1.23 -0.38 -0.04
7 H 0.00 1.40 0.90
8 H 0.10 1.42 -0.91
9 H -0.89 -1.17 -1.30
10 H -0.99 -1.40 1.03

***

Entry R
Molecular formula: C2H4O3P
Method: DFT, wB97M-V/def2-TZVPD

Its charge is -1. The structure (SMILES) is C=C([O-])O[PH2]=O. The value obtained for the HOMO energy is -3.6 eV. For the orbital gap, the calculation gives 8.0 eV.

CARTESIAN COORDINATES (ANGSTROEM)
1 C -1.35 -0.40 -0.07
2 C -1.25 0.88 -0.44
3 O -2.13 -1.27 0.23
4 O 0.08 -1.03 -0.29
5 O 2.64 -0.92 -0.57
6 P 1.41 -0.51 0.15
7 H -2.01 1.65 -0.36
8 H -0.22 1.34 -0.53
9 H 1.20 0.97 0.35
10 H 1.63 -0.70 1.54

***

What should be chosen as the least stable of them? Choose entry P.

***

Entry P
Molecular formula: C4H9NO4
Method: DFT, wB97M-V/def2-TZVPD

Its charge is 0. The structure (SMILES) is COC(=O)[C@@](C)(O)NO. The value obtained for the HOMO energy is -8.8 eV. For the orbital gap, the calculation gives 9.3 eV.

CARTESIAN COORDINATES (ANGSTROEM)
1 C 0.66 -0.01 -0.56
2 C -2.30 0.49 1.52
3 C 0.14 -0.43 -1.92
4 N 1.74 -1.09 -0.10
5 C -0.18 -0.32 0.69
6 O -1.38 0.38 0.44
7 O 1.11 1.31 -0.54
8 O 3.04 -0.43 -0.13
9 O 0.02 -0.76 1.83
10 H 0.33 1.85 -0.78
11 H 2.80 0.52 -0.02
12 H 1.81 -1.55 0.81
13 H -2.11 -0.10 2.42
14 H -3.33 0.22 1.26
15 H -2.39 1.51 1.90
16 H -0.27 -1.45 -1.89
17 H 0.94 -0.39 -2.66
18 H -0.65 0.24 -2.26

***

Entry Q
Molecular formula: C4H9NO4
Method: DFT, wB97M-V/def2-TZVPD

Its charge is 0. The structure (SMILES) is CNC(C)=O.O=C(O)O. The value obtained for the HOMO energy is -9.7 eV. For the orbital gap, the calculation gives 10.3 eV.

CARTESIAN COORDINATES (ANGSTROEM)
1 C -1.37 0.10 -0.37
2 C -2.21 -1.10 -0.09
3 C 0.03 -0.22 1.60
4 C 2.00 0.83 -1.04
5 N -0.49 0.59 0.58
6 O -1.40 0.71 -1.50
7 O 1.16 0.20 -1.78
8 O 3.25 0.26 -1.20
9 O 1.78 1.61 -0.11
10 H -2.33 -1.24 1.06
11 H -3.19 -0.95 -0.56
12 H -1.89 -2.09 -0.44
13 H -0.76 -0.89 2.12
14 H 0.75 -0.94 1.22
15 H 0.48 0.41 2.47
16 H 0.22 0.71 -1.84
17 H 3.89 0.51 -0.51
18 H 0.06 1.51 0.38

***

What should be chosen as the least stable of them? Choose entry P.